This record from OMol25 describes a molecular structure, C4H11INS at a distorted geometry. The level of theory is wB97M-V/def2-TZVPD.

```
! wB97M-V def2-TZVPD RIJCOSX def2/J DEFGRID3
* xyz 1 1
C 1.335 -1.782 -0.056
C -0.094 -1.638 0.378
C 0.194 1.439 0.672
C -0.932 -0.587 -0.327
N -0.446 2.491 -0.018
S -0.738 -0.337 -2.027
I -2.888 -0.071 0.187
H 1.761 -2.628 0.390
H 1.439 -2.185 -1.041
H 1.959 -0.924 0.210
H -0.680 -2.554 0.406
H -0.126 -1.249 1.467
H 1.234 1.191 0.484
H -0.200 1.395 1.634
H -0.683 2.258 -0.989
H -0.187 3.518 0.110
H -1.437 2.572 0.365
H 0.492 -0.912 -1.844
*
```

electronic energy = -24742.155 eV
E_HOMO (alpha / beta) = -12.0 / -12.0 eV
orbital gap (alpha / beta) = 7.71 / 7.68 eV
ΔE to the lowest compared entry with this formula, charge and spin = 64.3 kcal/mol

=====

This record from OMol25 describes a molecular structure, C4H11InNO5P at a distorted geometry. The level of theory is wB97M-V/def2-TZVPD.

```
! wB97M-V def2-TZVPD RIJCOSX def2/J DEFGRID3
* xyz 0 1
In 1.472 1.436 -1.973
P 2.892 -1.537 -2.067
O 3.531 -0.266 -2.717
O 3.535 -2.899 -2.438
O 1.417 -1.336 -2.317
O 2.879 -1.364 -0.531
C -0.909 0.380 2.329
C -0.231 -0.317 1.173
C -1.106 -0.339 -0.102
O -1.171 0.878 -0.845
C -2.344 1.705 -0.685
N 1.107 0.155 1.060
H -0.287 -0.018 3.131
H -1.902 -0.048 2.462
H -0.814 1.466 2.318
H -0.263 -1.387 1.380
H -2.102 -0.751 0.064
H -0.746 -1.140 -0.748
H -3.139 1.264 -1.286
H -2.292 2.732 -1.044
H -2.551 1.908 0.366
H 1.416 -0.651 0.535
H 1.608 0.127 1.937
*
```

electronic energy = -30512.692 eV
E_HOMO = -9.9 eV
orbital gap = 5.26 eV
ΔE to the lowest compared entry with this formula, charge and spin = 21.9 kcal/mol